Computed, not measured: one molecule with the formula C5H6O3, with the ωB97M-V functional and the def2-TZVPD basis.

Properties
Total energy (Eh): -419.63005
Relative energy (zero: lowest compared OMol25 entry of this formula, charge and spin) (kcal per mole): 131.4
Structure (SMILES): C1=C[C@H]2OCO[C@@H]2O1
Strongest force on any atom (eV Å⁻¹): 10.47
Molecular weight (g/mol): 114.10
LUMO level (eV): 0.919
Frontier orbital gap (hartree): 0.361
HOMO (eV): -8.918

The geometry in ORCA input format:
```
! RIJCOSX wB97M-V def2-TZVPD def2/J DEFGRID3
* xyz 0 1
C -2.10 -0.05 -0.09
C -1.30 1.01 0.05
C 0.01 0.53 -0.27
O 1.30 0.80 0.12
C 1.99 -0.22 -0.01
O 0.94 -1.38 -0.23
C -0.05 -0.81 0.34
O -1.50 -1.31 0.00
H -3.15 -0.10 -0.07
H -1.44 2.24 0.08
H 0.08 0.16 -1.23
H 2.46 -0.06 -1.01
H 2.70 -0.23 0.86
H 0.06 -0.59 1.45
*
```